No. 1
The following is a quantum chemistry calculation of a cluster of 13 separate species, C30H51N9O12 in total in a non-equilibrium geometry, from the Open Molecules 2025 dataset.

Structure (XYZ):
```
102
Properties=species:S:1:pos:R:3:lowdin_charge:R:1
C -6.40509 -2.90712 23.93016 0.0394
O -6.31845 -1.95303 22.76095 -0.0050
C -5.09707 -1.71288 22.26055 -0.6661
O -4.09985 -2.23461 22.59915 0.1068
O -5.18471 -0.85774 21.26533 0.0075
C -3.85490 -0.56392 20.71590 -0.0023
H -5.37242 -3.21498 24.21848 0.0958
H -6.89130 -3.78068 23.52829 0.0832
H -6.94173 -2.36599 24.64345 0.0679
H -4.09909 0.23895 20.00664 0.0995
H -3.60015 -1.45306 20.14157 0.0583
H -3.09132 -0.33259 21.48544 0.1106
C -9.56945 -7.63374 18.40125 0.0065
O -10.01547 -7.32406 19.72257 -0.0405
C -9.52853 -6.14766 20.15814 -0.5987
O -8.60400 -5.47948 19.70221 0.0851
O -10.08928 -5.75143 21.26329 0.0233
C -11.14080 -6.54964 21.78844 -0.0247
H -8.58734 -7.19537 18.37120 0.0773
H -10.21514 -7.03302 17.76305 0.1052
H -9.75433 -8.66365 18.34592 0.0866
H -11.96324 -6.43185 21.09881 0.0978
H -11.40974 -6.16865 22.80447 0.1171
H -10.79854 -7.52853 21.84063 0.0691
C -5.72952 -6.28273 20.54062 -0.0328
O -5.53826 -5.33101 19.46869 -0.0164
C -5.65853 -5.67130 18.20839 -0.6458
O -5.79820 -6.72422 17.69616 0.1037
O -5.57538 -4.51763 17.52272 -0.0237
C -5.40274 -4.79559 16.15398 -0.0650
H -6.59524 -5.82633 21.15949 0.1103
H -4.76744 -6.42956 21.09265 0.0582
H -5.98266 -7.25004 20.12908 0.0465
H -5.76814 -5.76971 15.90119 0.0726
H -4.35006 -4.72206 15.80105 0.0898
H -6.12291 -4.13676 15.60970 0.1093
C -3.29317 -7.92632 16.26813 -0.0492
O -2.35545 -8.68314 16.97622 -0.0246
C -1.12325 -8.52541 16.64932 -0.6123
O -0.71722 -7.96715 15.64470 0.0977
O -0.23334 -9.11870 17.48752 -0.0027
C -0.65641 -9.82672 18.61903 -0.0601
H -4.29492 -8.27184 16.50858 0.0734
H -3.10924 -8.00728 15.18917 0.1009
H -3.24951 -6.78245 16.45457 0.1120
H -1.14690 -9.26139 19.34978 0.0290
H 0.20040 -10.28059 19.07964 0.0993
H -1.35957 -10.56958 18.27460 0.0967
C -1.86161 -9.21482 22.34646 -0.0855
C -0.60314 -8.70390 21.95521 -0.3226
N 0.46594 -8.44465 21.65728 0.1474
H -1.74381 -9.86219 23.25309 0.1108
H -2.33771 -9.71669 21.54174 0.0320
H -2.57478 -8.41654 22.60263 0.0372
C -3.88916 -6.74020 25.88417 -0.0858
C -4.67177 -7.82579 26.39426 -0.2934
N -5.24117 -8.77615 26.66088 0.1290
H -2.90624 -7.19445 25.62158 0.0970
H -3.76009 -6.03163 26.68760 0.0770
H -4.23402 -6.21718 25.01995 0.0390
C -4.96155 -9.95058 18.65110 -0.0482
C -4.77917 -10.57763 19.90480 -0.2711
N -4.55875 -10.90932 20.96032 0.1652
H -3.99870 -9.48892 18.31196 0.0819
H -5.68988 -9.15504 18.75240 0.0691
H -5.37087 -10.68195 17.96595 0.0924
C -1.74196 -4.13349 22.37369 -0.0570
C -2.51560 -5.34467 22.63219 -0.2277
N -3.09575 -6.30953 22.82994 0.1479
H -2.47793 -3.49396 21.92374 0.0261
H -1.11237 -4.41558 21.48487 0.0638
H -1.11427 -3.80996 23.18049 0.0834
C -7.67298 -2.68042 18.80411 -0.0740
C -6.76384 -1.81045 18.08879 -0.2752
N -6.14438 -0.99995 17.51832 0.1282
H -8.37552 -2.05299 19.38830 0.1027
H -7.11609 -3.22237 19.53121 0.0504
H -8.24093 -3.36243 18.12788 0.0981
C 0.03402 -6.02561 18.86008 -0.0477
C -1.30034 -6.54794 19.13915 -0.2804
N -2.36574 -6.94721 19.39007 0.2058
H 0.61078 -6.88309 18.44214 0.0936
H 0.46264 -5.77715 19.82153 0.0763
H 0.03725 -5.31024 18.06679 0.0619
C -0.22788 -5.94583 13.36649 -0.0700
C -0.84388 -5.32250 14.51813 -0.2875
N -1.39022 -4.73642 15.34598 0.1572
H -0.99043 -6.63784 12.87342 0.1173
H 0.64784 -6.47390 13.74957 0.0820
H 0.11637 -5.17702 12.68220 0.0785
C -2.50170 -2.06834 17.31237 -0.0520
C -2.36699 -2.96392 18.49321 -0.2262
N -2.05284 -3.55968 19.41426 0.1842
H -3.52571 -1.83663 17.02707 0.0544
H -1.92000 -2.42226 16.42944 0.0637
H -2.09397 -1.13808 17.66280 0.0687
C -6.61213 -10.60985 23.42481 -0.0551
C -7.16284 -9.49438 22.59530 -0.2395
N -7.49581 -8.63333 21.92220 0.1515
H -7.38121 -11.25032 23.77510 0.0605
H -6.10384 -10.14929 24.27612 0.0630
H -5.99476 -11.24068 22.79719 0.0352
```

- HOMO-LUMO gap: 11.13 eV
- HOMO: -10.54 eV
- E: -69914.1566 eV
- Net charge: 0
- E_LUMO: 0.59 eV



No. 2
The following is a quantum chemistry calculation of a structure of composition C30H52Br2NO9 in a non-equilibrium geometry, from the Open Molecules 2025 dataset.

Structure (XYZ):
```
94
Properties=species:S:1:pos:R:3:lowdin_charge:R:1
C 2.21715 -2.66680 1.78162 -0.0885
O 2.61619 -1.33389 1.93852 -0.1692
C 3.83176 -0.97479 1.29958 -0.1730
C 3.70326 0.29250 0.43296 -0.3434
C 2.31051 0.92091 0.41430 -0.2060
C 1.99966 1.63443 -0.90246 -0.3102
C 0.53958 2.10457 -0.91572 -0.1679
C -0.38194 1.21546 -1.76810 -0.1734
C -1.51347 0.56879 -0.96572 -0.1986
C -2.77326 0.30701 -1.77836 -0.1815
C -3.76402 -0.56655 -0.99502 -0.1744
C -4.22995 -1.80517 -1.78281 -0.1634
C -3.72368 -3.12167 -1.18588 -0.1592
C -2.35141 -3.01746 -0.53299 -0.1209
C -1.07746 -2.75420 -1.30356 -0.0775
C -0.00867 -2.44695 -0.47094 0.0015
N 1.21222 -2.17898 -0.93003 0.1357
C 1.53217 -2.19209 -2.23181 -0.2112
C 2.97077 -1.89080 -2.55746 -0.5111
Br 3.46759 -0.23547 -1.63278 1.3615
C 3.33280 -1.74598 -4.02154 -0.7758
C 2.62567 -0.61213 -4.76831 -0.1201
Br 3.19202 -3.47258 -4.91860 0.7568
C 0.52117 -2.48986 -3.12790 0.0529
C -0.76491 -2.77075 -2.66641 -0.0059
C -1.74340 -3.12186 -3.75251 -0.4944
O -2.13988 -4.21337 -3.95181 0.2020
O -2.08398 -2.09224 -4.55374 0.1398
H 3.05165 -3.34776 1.63900 0.1095
H 1.69139 -2.97037 2.68135 0.1047
H 1.49756 -2.77366 0.95598 0.0368
H 4.22933 -1.80002 0.71242 0.1186
H 4.56390 -0.79014 2.08089 0.1361
H 4.38660 1.03327 0.83271 0.1335
H 4.04711 0.10906 -0.58251 -0.3066
H 1.52224 0.19425 0.57859 0.1047
H 2.27930 1.68960 1.17764 0.1242
H 2.20081 0.97254 -1.74234 -0.0622
H 2.64668 2.50342 -1.00029 0.1158
H 0.52360 3.10399 -1.33626 0.1116
H 0.17807 2.20136 0.10266 0.1043
H 0.23581 0.44930 -2.24079 0.0850
H -0.79006 1.80448 -2.58418 0.1155
H -1.13986 -0.38963 -0.60003 0.0776
H -1.75346 1.22825 -0.13902 0.1181
H -2.48886 -0.15850 -2.72034 0.0899
H -3.22722 1.25620 -2.04144 0.1202
H -4.63174 0.04588 -0.77999 0.1126
H -3.33435 -0.81045 -0.03031 0.0896
H -5.31334 -1.82872 -1.78529 0.1120
H -3.96265 -1.68143 -2.82117 0.0905
H -3.75156 -3.93339 -1.89968 0.1066
H -4.41878 -3.43178 -0.41320 0.1205
H -2.17630 -3.91983 0.04964 0.1370
H -2.39609 -2.23645 0.21852 0.0953
H -0.14070 -2.39054 0.59586 0.1485
H 1.93836 -1.94555 -0.25990 0.1079
H 3.59388 -2.65424 -2.11002 0.1076
H 4.38982 -1.52974 -4.04622 0.0769
H 2.55183 -0.84374 -5.82153 0.0744
H 3.24540 0.27234 -4.68141 0.0786
H 1.66562 -0.35952 -4.33607 0.0623
H 0.72657 -2.52442 -4.18079 0.0976
H -1.42143 -1.39347 -4.48061 0.1141
C -2.41478 -4.33770 5.79754 -0.0574
C -1.80920 -4.26909 4.41355 -0.2116
O -2.11183 -3.01989 3.76433 0.0234
C -1.35403 -1.98441 4.12412 -0.6226
O -0.43475 -2.00787 4.89753 0.1295
O -1.77316 -0.91510 3.44162 -0.0091
C -1.07562 0.29893 3.75240 -0.0276
H -3.48563 -4.13805 5.75423 0.0855
H -2.25804 -5.32514 6.22981 0.0850
H -1.96449 -3.59762 6.45761 0.0794
H -2.24062 -5.03691 3.77369 0.1214
H -0.73059 -4.42158 4.44060 0.1188
H 0.00009 0.16806 3.65852 0.0902
H -1.32464 0.62780 4.75900 0.1034
H -1.41515 1.04024 3.03496 0.0892
C -1.12927 8.63841 0.71403 -0.0617
C -1.37348 7.42641 1.58586 -0.2074
O -0.63298 6.28330 1.12265 0.0346
C 0.65069 6.26116 1.46929 -0.6129
O 1.22575 7.07563 2.13901 0.1351
O 1.20044 5.16027 0.94490 -0.0091
C 2.60206 5.03536 1.19551 -0.0321
H -1.33500 8.40355 -0.33091 0.0819
H -1.77257 9.46153 1.02281 0.0833
H -0.09305 8.96682 0.78367 0.0772
H -2.41901 7.12874 1.53862 0.1222
H -1.13073 7.62736 2.62824 0.1242
H 2.81973 5.12701 2.25699 0.1005
H 3.15520 5.78693 0.63485 0.1045
H 2.88904 4.04522 0.85063 0.0681
```

- HOMO-LUMO gap: 7.03 eV
- Relative energy (zero: lowest compared OMol25 entry of this formula, charge and spin): 834.22 kJ/mol
- HOMO: -11.09 eV
- E: -191940.8761 eV
- Net charge: +1
- E_LUMO: -4.06 eV